{"formula": "C3H8N2OS", "method": "the ωB97M-V functional and the def2-TZVPD basis", "symbols": ["C", "C", "C", "H", "H", "H", "H", "H", "H", "H", "H", "N", "N", "O", "S"], "xyz": [[-1.454, 1.956, 0.450], [-0.495, -0.207, -1.034], [0.025, -1.157, -0.014], [-1.998, 3.091, 0.584], [-2.316, 1.122, 0.013], [-1.248, 1.513, 1.554], [-1.486, -0.749, -1.387], [0.018, -0.393, -1.894], [-0.022, -2.458, 1.300], [1.786, -0.133, -0.440], [2.322, -2.174, 1.195], [-0.705, -2.217, 0.517], [1.268, -0.543, 0.267], [1.974, -1.022, 1.361], [-0.327, 1.508, -0.857]], "mulliken_charge": [-0.6991, -0.8908, 0.4851, 0.2879, 0.2087, 0.2525, 0.3476, 0.4196, 0.2618, 0.2505, 0.3371, -0.6513, -0.0077, -0.5267, -0.0753], "e_homo_ha": -0.316, "e_above_lowest_ev": 6.642, "gap_ev": 8.855, "multiplicity": 1}



{"formula": "C4H6O2S2", "method": "the ωB97M-V functional and the def2-TZVPD basis", "symbols": ["C", "C", "C", "C", "O", "O", "S", "S", "H", "H", "H", "H", "H", "H"], "xyz": [[2.531, 0.485, -0.003], [-0.426, 1.208, -0.370], [-1.404, -0.901, 0.622], [-0.990, -0.171, -0.615], [3.129, -2.002, -0.262], [1.569, 2.897, 0.299], [2.087, -1.105, 0.072], [1.140, 1.497, 0.173], [-0.972, 2.110, -0.285], [-2.057, -1.735, 0.438], [-1.877, -0.169, 1.320], [-0.506, -1.144, 1.252], [-1.857, -0.043, -1.317], [-0.365, -0.925, -1.324]], "mulliken_charge": [-0.3302, -0.3662, -0.9226, -0.4239, -0.4846, -0.5683, 0.4290, 0.8099, 0.3999, 0.3455, 0.3331, 0.2366, 0.2948, 0.2471], "e_homo_ha": [-0.344, -0.344], "e_above_lowest_ev": 6.855, "gap_ev": [7.615, 7.614], "multiplicity": 1}



{"formula": "C27H48BCl2I2NO10S", "method": "the ωB97M-V functional and the def2-TZVPD basis", "symbols": ["C", "C", "Cl", "C", "Cl", "B", "N", "C", "S", "C", "I", "C", "C", "I", "H", "H", "H", "H", "H", "H", "H", "H", "O", "C", "O", "C", "C", "C", "H", "H", "H", "H", "H", "H", "H", "H", "O", "C", "O", "C", "C", "C", "H", "H", "H", "H", "H", "H", "H", "H", "O", "C", "O", "C", "C", "C", "H", "H", "H", "H", "H", "H", "H", "H", "O", "C", "O", "C", "C", "C", "H", "H", "H", "H", "H", "H", "H", "H", "O", "C", "O", "C", "C", "C", "H", "H", "H", "H", "H", "H", "H", "H"], "xyz": [[-1.467, 3.448, 3.643], [-1.190, 2.498, 2.396], [-0.283, 0.945, 2.772], [-1.605, 2.760, 1.078], [-2.517, 4.311, 0.683], [-1.290, 1.764, -0.191], [-1.936, 0.416, -0.301], [-2.790, 0.218, 0.624], [-3.892, -0.132, 1.796], [-0.216, 2.319, -1.265], [1.792, 1.707, -0.624], [-0.395, 1.793, -2.764], [0.388, 2.852, -3.716], [-2.449, 1.728, -3.479], [-2.399, 3.067, 4.179], [-1.652, 4.526, 3.358], [-0.566, 3.327, 4.332], [-0.227, 3.453, -1.264], [0.051, 0.759, -2.874], [0.907, 2.321, -4.581], [1.088, 3.478, -3.083], [-0.382, 3.544, -4.194], [-4.659, 7.885, 3.225], [-5.335, 7.541, 2.286], [-6.353, 8.318, 1.869], [-7.097, 8.094, 0.664], [-8.215, 7.096, 0.889], [-5.117, 6.208, 1.625], [-6.436, 7.808, -0.157], [-7.529, 9.059, 0.390], [-7.828, 6.118, 1.182], [-8.810, 6.974, -0.018], [-8.869, 7.432, 1.697], [-5.625, 5.434, 2.202], [-4.045, 6.003, 1.612], [-5.447, 6.169, 0.589], [2.077, -0.001, -4.759], [3.119, -0.343, -4.249], [4.240, 0.363, -4.470], [5.478, 0.150, -3.774], [6.284, -0.958, -4.421], [3.202, -1.604, -3.436], [5.304, -0.023, -2.710], [6.033, 1.087, -3.847], [5.758, -1.913, -4.385], [7.247, -1.075, -3.919], [6.462, -0.734, -5.475], [3.317, -2.456, -4.108], [2.273, -1.712, -2.873], [4.005, -1.605, -2.702], [5.103, -0.672, -0.438], [5.268, -0.674, 0.761], [5.518, -1.827, 1.401], [5.905, -1.919, 2.782], [4.693, -1.909, 3.689], [5.107, 0.586, 1.564], [6.629, -1.142, 3.038], [6.425, -2.873, 2.889], [4.130, -0.977, 3.602], [4.992, -2.035, 4.732], [4.009, -2.718, 3.419], [4.047, 0.749, 1.767], [5.494, 1.420, 0.975], [5.663, 0.591, 2.499], [5.648, -6.021, 4.336], [4.975, -6.368, 3.396], [3.958, -5.592, 2.977], [3.214, -5.813, 1.770], [2.096, -6.811, 1.993], [5.196, -7.701, 2.737], [3.875, -6.098, 0.949], [2.783, -4.847, 1.498], [2.481, -7.789, 2.284], [1.501, -6.930, 1.085], [1.441, -6.475, 2.801], [4.687, -8.474, 3.314], [6.268, -7.905, 2.728], [4.868, -7.742, 1.701], [-8.149, -1.536, -2.641], [-7.109, -1.884, -2.137], [-5.985, -1.178, -2.359], [-4.745, -1.397, -1.671], [-3.943, -2.501, -2.328], [-7.027, -3.151, -1.332], [-4.915, -1.575, -0.607], [-4.188, -0.461, -1.742], [-4.471, -3.457, -2.295], [-2.978, -2.623, -1.831], [-3.771, -2.271, -3.382], [-6.916, -3.999, -2.009], [-7.954, -3.260, -0.767], [-6.221, -3.159, -0.601]], "mulliken_charge": [-1.0775, 0.4522, -0.1421, 0.1281, -0.3364, 0.0488, -0.3848, 0.4524, -0.2147, -0.8012, 0.1399, 0.0022, -0.9997, 0.0296, 0.2534, 0.3531, 0.3233, 0.3804, 0.3725, 0.2497, 0.3041, 0.3843, -0.5744, 0.6541, -0.3802, -0.3740, -0.9218, -0.4126, 0.3569, 0.3030, 0.2678, 0.3419, 0.2996, 0.2480, -0.0867, 0.3732, -0.6004, 0.7991, -0.3902, -0.0257, -1.0957, -0.8070, 0.1211, 0.3370, 0.2767, 0.3670, 0.3424, 0.2583, 0.2479, 0.2594, -0.5986, 0.7292, -0.3569, -0.4503, -0.8062, -0.9071, 0.3781, 0.2926, 0.3099, 0.3581, 0.1298, 0.1525, 0.3117, 0.3644, -0.5691, 0.7671, -0.3383, -0.3258, -1.0638, -1.0067, 0.3564, 0.3178, 0.2742, 0.3695, 0.3183, 0.2639, 0.3058, 0.3405, -0.5826, 0.6913, -0.3772, 0.2905, -0.9979, -0.8588, 0.0931, -0.0614, 0.3174, 0.3199, 0.3215, 0.2417, 0.2975, 0.2852], "e_homo_ha": -0.342, "gap_ev": 8.346, "smiles": "C/C(Cl)=C(\\Cl)B(N=C=S)[C@@H](I)[C@H](C)I.CCOC(C)=O.CCOC(C)=O.CCOC(C)=O.CCOC(C)=O.CCOC(C)=O", "multiplicity": 1}



{"formula": "C2H3Br2FO", "method": "the ωB97M-V functional and the def2-TZVPD basis", "symbols": ["C", "C", "O", "F", "Br", "Br", "H", "H", "H"], "xyz": [[0.329, -0.025, 0.367], [-0.622, 0.244, 1.237], [-0.534, 1.096, 2.259], [-1.886, -0.363, 1.114], [-2.962, -0.344, -1.731], [-5.152, -1.217, -1.824], [0.147, -0.764, -0.469], [1.295, 0.388, 0.572], [-1.411, 1.526, 2.287]], "mulliken_charge": [-0.6698, 0.5573, -0.4683, -0.2302, 0.0358, -0.0505, 0.2192, 0.2585, 0.3481], "e_homo_ha": -0.356, "e_above_lowest_ev": 1.523, "gap_ev": 7.857, "smiles": "C=C(O)F.BrBr", "multiplicity": 1}



{"formula": "H4P4S", "method": "the ωB97M-V functional and the def2-TZVPD basis", "symbols": ["P", "P", "P", "P", "S", "H", "H", "H", "H"], "xyz": [[-0.892, 0.690, 0.418], [0.214, -0.204, 2.137], [-0.177, 0.731, -2.711], [0.511, -0.228, -0.875], [1.948, -0.938, 1.978], [-0.917, -0.886, 2.662], [0.116, 0.857, 2.873], [-1.417, -0.020, -2.969], [0.613, -0.002, -3.513]], "lowdin_spin": [0.8592, 0.0814, 0.1837, 0.7924, 0.0042, 0.0192, 0.0122, 0.0455, 0.0022], "e_homo_ha": [-0.274, -0.324], "e_above_lowest_ev": 0.000, "gap_ev": [7.782, 5.666], "s_squared": 2.0071, "multiplicity": 3}



{"formula": "C5H13N2O", "method": "the ωB97M-V functional and the def2-TZVPD basis", "symbols": ["N", "C", "C", "N", "C", "C", "C", "O", "H", "H", "H", "H", "H", "H", "H", "H", "H", "H", "H", "H", "H"], "xyz": [[-1.807, 0.485, 1.827], [-1.781, 1.413, 0.731], [-0.596, 1.047, -0.180], [0.300, 0.124, 0.365], [2.467, -0.805, 0.314], [1.415, -0.118, -0.508], [0.844, -1.121, -1.575], [-0.464, 1.680, -1.203], [-2.625, -0.717, -0.710], [-2.240, 0.860, 2.659], [-2.605, -0.568, 0.020], [-2.600, 1.292, 0.007], [-1.747, 2.437, 1.116], [-0.998, -0.094, 2.008], [2.195, -1.684, 0.877], [3.404, -1.026, -0.230], [2.912, -0.107, 1.069], [1.795, 0.818, -0.959], [1.628, -1.517, -2.231], [0.237, -1.926, -1.161], [0.267, -0.474, -2.237]], "mulliken_charge": [-0.3315, -0.5886, 0.3941, -0.1613, -1.4598, 0.5927, -1.1434, -0.3687, 0.2091, 0.2738, -0.1355, 0.3743, 0.3912, 0.2806, 0.3759, 0.4055, 0.3731, 0.3769, 0.3727, 0.3809, 0.3883], "e_homo_ha": -0.526, "e_above_lowest_ev": 7.647, "total_charge": 1, "gap_ev": 5.025, "multiplicity": 1}



{"formula": "C15H23NO3", "method": "the ωB97M-V functional and the def2-TZVPD basis", "symbols": ["C", "C", "C", "H", "O", "C", "C", "C", "C", "C", "C", "O", "C", "C", "O", "H", "C", "N", "H", "C", "C", "H", "H", "H", "C", "H", "H", "H", "H", "H", "H", "H", "H", "H", "H", "H", "H", "H", "H", "H", "H", "H"], "xyz": [[-3.517, -0.365, 1.151], [-3.419, -0.897, 2.354], [-2.187, -1.574, 2.891], [-2.298, -2.660, 2.785], [-0.999, -1.272, 2.193], [-0.442, -0.035, 2.350], [-0.980, 1.005, 3.092], [-0.325, 2.225, 3.161], [0.868, 2.419, 2.492], [1.416, 1.388, 1.748], [0.777, 0.162, 1.675], [1.300, -0.915, 0.994], [1.512, -0.736, -0.394], [0.177, -0.497, -1.114], [-0.742, -1.517, -0.814], [-0.644, -1.729, 0.130], [0.374, -0.442, -2.629], [1.232, 0.676, -2.971], [0.763, 1.540, -2.711], [1.669, 0.771, -4.359], [2.609, -0.384, -4.701], [2.059, -1.312, -4.831], [3.137, -0.169, -5.626], [3.335, -0.514, -3.903], [0.526, 0.860, -5.379], [-0.034, -0.071, -5.410], [0.927, 1.053, -6.370], [-0.155, 1.669, -5.119], [2.248, 1.703, -4.409], [-0.624, -0.399, -3.092], [0.854, -1.369, -2.945], [-0.224, 0.476, -0.768], [2.196, 0.090, -0.613], [1.954, -1.675, -0.733], [2.350, 1.528, 1.224], [1.375, 3.370, 2.545], [-0.760, 3.025, 3.739], [-1.924, 0.884, 3.601], [-2.069, -1.352, 3.960], [-4.255, -0.894, 3.040], [-4.426, 0.100, 0.812], [-2.697, -0.381, 0.453]], "mulliken_charge": [-0.5282, -0.2219, -0.6162, 0.3846, -0.3533, 0.9762, -0.6634, -0.6891, -0.6713, -0.3385, 0.4548, -0.5336, -0.7489, 0.5314, -0.6764, 0.4258, -1.0067, -0.1541, 0.2866, 0.3637, -1.5126, 0.3303, 0.4600, 0.3380, -1.4317, 0.3195, 0.4480, 0.3558, 0.3396, 0.2741, 0.3971, 0.1606, 0.2445, 0.3082, 0.4202, 0.3857, 0.3898, 0.3343, 0.4155, 0.3559, 0.3165, 0.1294], "e_homo_ha": -0.309, "e_above_lowest_ev": 3.546, "gap_ev": 9.331, "smiles": "C=CCOc1ccccc1OC[C@H](O)CNC(C)C", "multiplicity": 1}



{"formula": "C4H13N2O2", "method": "the ωB97M-V functional and the def2-TZVPD basis", "symbols": ["C", "C", "C", "C", "N", "O", "N", "H", "H", "H", "H", "H", "H", "H", "H", "H", "H", "H", "H", "H", "O"], "xyz": [[1.713, -1.262, 0.508], [0.935, 0.048, 0.551], [-0.104, 0.141, -0.445], [-1.043, 1.296, -0.131], [-2.364, 1.079, 0.208], [-0.533, 2.359, 0.161], [1.895, 1.329, 0.183], [2.793, -1.211, 0.882], [2.023, -1.790, -0.446], [1.118, -1.945, 1.138], [0.646, 0.211, 1.574], [0.219, 0.180, -1.537], [-0.736, -0.817, -0.339], [-2.690, 0.188, -0.156], [-2.947, 1.819, 0.583], [2.363, 1.222, -0.773], [2.699, 1.486, 0.853], [1.421, 2.362, 0.297], [-3.044, -1.978, -0.721], [-2.104, -2.786, -1.271], [-2.260, -1.932, -1.118]], "mulliken_charge": [-1.3569, 0.1068, -0.1463, 0.5945, -0.3454, -0.6706, -0.4961, 0.3781, 0.3040, 0.3813, 0.2429, 0.3322, 0.0963, 0.1926, 0.2431, 0.3768, 0.3922, 0.4271, 0.2529, 0.2385, -0.5439], "e_homo_ha": -0.506, "e_above_lowest_ev": 2.521, "total_charge": 1, "gap_ev": 10.708, "multiplicity": 1}



The F_max results, record by record, are as follows: 6.89, 3.47, 4.46, 2.11, 3.26, 3.36, 0.70, 6.20 eV Å⁻¹.